{
  "formula": "C22H15AsFeO4",
  "method": "the ωB97M-V functional and the def2-TZVPD basis",
  "symbols": ["O", "C", "Fe", "O", "C", "C", "O", "C", "O", "C", "C", "C", "C", "C", "C", "As", "C", "C", "C", "C", "C", "C", "C", "C", "C", "C", "C", "C", "H", "H", "H", "H", "H", "H", "H", "H", "H", "H", "H", "H", "H", "H", "H"],
  "xyz": [[-0.5453, -1.9763, -3.2370], [-1.2330, -1.7343, -2.3413], [-2.2889, -1.3155, -0.8924], [-2.3022, -4.9593, -0.6831], [-2.3915, -3.8129, -0.5861], [-3.4345, -0.8469, -2.1377], [-4.2295, -0.5318, -2.9608], [-3.4251, -0.9427, 0.4848], [-4.1322, -0.6655, 1.3468], [0.0894, 1.9079, 4.0707], [-1.0313, 2.2146, 3.2930], [-1.2570, 1.5172, 2.0962], [-0.3176, 0.5605, 1.7130], [0.8006, 0.2279, 2.4882], [1.0002, 0.9164, 3.6849], [-0.4897, -0.2021, -0.0774], [-0.1344, 1.3984, -1.1406], [-1.0928, 1.8461, -2.0622], [-0.8511, 3.0637, -2.7131], [0.3209, 3.7726, -2.4350], [1.2637, 3.2962, -1.5183], [1.0331, 2.0894, -0.8543], [1.0189, -1.4786, -0.1077], [2.0873, -1.2040, -0.9387], [3.1431, -2.1313, -0.9701], [3.0653, -3.3025, -0.2020], [1.9444, -3.5683, 0.6085], [0.8998, -2.6427, 0.6463], [0.2505, 2.4345, 5.0150], [-1.7369, 2.9810, 3.6146], [-2.1373, 1.7267, 1.4751], [1.4966, -0.5482, 2.1497], [1.8512, 0.6661, 4.3070], [-1.9974, 1.2408, -2.2857], [-1.5605, 3.4391, -3.4524], [0.5185, 4.7032, -2.9785], [2.1858, 3.8312, -1.3360], [1.7481, 1.6716, -0.1343], [2.0848, -0.3045, -1.5406], [4.0072, -1.9569, -1.6006], [3.8753, -4.0494, -0.2515], [1.8902, -4.4912, 1.1786], [0.0133, -2.8400, 1.2650]],
  "nbo_charge": [-0.31, 0.45, 0.66, -0.35, 0.49, 0.42, -0.30, 0.45, -0.29, -0.15, -0.17, -0.26, -0.22, -0.25, -0.18, 0.94, -0.24, -0.26, -0.17, -0.16, -0.17, -0.25, -0.22, -0.27, -0.17, -0.15, -0.19, -0.27, 0.25, 0.25, 0.22, 0.24, 0.25, 0.19, 0.25, 0.25, 0.25, 0.24, 0.24, 0.25, 0.25, 0.25, 0.22],
  "gap_ev": [7.304, 4.556],
  "multiplicity": 5,
  "total_charge": 2
}

---

{
  "formula": "C42H41Cl2N4O4STeTi",
  "method": "the ωB97M-V functional and the def2-TZVPD basis",
  "symbols": ["Ti", "C", "C", "C", "C", "C", "N", "C", "C", "C", "N", "C", "C", "C", "C", "C", "C", "C", "C", "N", "C", "C", "C", "N", "C", "C", "C", "C", "O", "C", "O", "H", "H", "H", "H", "H", "H", "H", "H", "H", "H", "H", "H", "H", "H", "H", "H", "H", "H", "H", "H", "H", "H", "H", "H", "H", "H", "H", "H", "Cl", "C", "C", "C", "C", "C", "Cl", "C", "S", "H", "H", "H", "Te", "C", "C", "C", "C", "C", "C", "C", "C", "C", "C", "C", "C", "H", "H", "H", "H", "H", "H", "H", "H", "H", "H", "O", "O"],
  "xyz": [[-0.6907, 0.0578, 0.6009], [-3.8769, -5.2855, -2.5654], [-3.2673, -4.3049, -1.6066], [-2.5594, -4.7199, -0.4916], [-2.0553, -3.7919, 0.4362], [-1.5198, -4.0789, 1.7412], [-0.7058, -5.0148, 2.1132], [0.1343, -5.8685, 1.2588], [1.3363, -5.1159, 0.6889], [2.3018, -4.4348, 1.6599], [1.8488, -3.1096, 2.0956], [2.0347, -2.5936, 3.2777], [1.6799, -1.2736, 3.6626], [1.9309, -0.8582, 4.9946], [1.5981, 0.4014, 5.4268], [1.8317, 0.8507, 6.8388], [0.9899, 1.2687, 4.4938], [0.7271, 0.9123, 3.1903], [-0.0406, 1.8157, 2.2484], [-1.3112, 1.2213, 1.9005], [-2.4821, 2.0843, 1.6680], [-2.4845, 2.7339, 0.2822], [-2.7604, 1.7924, -0.9070], [-2.3802, 0.3802, -0.6597], [-3.1152, -0.5449, -1.1576], [-2.9149, -1.9758, -0.9384], [-3.4496, -2.9257, -1.7968], [-2.2068, -2.4126, 0.1989], [-1.6634, -1.5540, 1.0111], [1.0826, -0.3768, 2.7512], [0.8319, -0.7545, 1.5041], [-3.6472, -6.3110, -2.2834], [-3.5085, -5.1227, -3.5781], [-4.9613, -5.1808, -2.5879], [-2.4782, -5.7815, -0.2951], [-1.8233, -3.4023, 2.5361], [-0.5163, -5.0632, 3.1073], [-0.4711, -6.2590, 0.4459], [0.4425, -6.7146, 1.8712], [0.9910, -4.3813, -0.0461], [1.9134, -5.8543, 0.1302], [3.2516, -4.2950, 1.1399], [2.5064, -5.0378, 2.5463], [1.4559, -2.4622, 1.4050], [2.4982, -3.2393, 4.0194], [2.3996, -1.5559, 5.6780], [2.5392, 0.1990, 7.3463], [0.9012, 0.8440, 7.4071], [2.2267, 1.8652, 6.8662], [0.7184, 2.2658, 4.8242], [-0.1435, 2.8198, 2.6703], [-2.4965, 2.8623, 2.4352], [-3.3756, 1.4729, 1.8122], [-1.5294, 3.2389, 0.1289], [-3.2569, 3.5053, 0.2701], [-2.1890, 2.1327, -1.7741], [-3.8210, 1.8062, -1.1705], [-3.9643, -0.2626, -1.7849], [-4.0230, -2.5921, -2.6550], [0.3002, -1.4148, -1.6359], [1.7640, -1.6924, -2.5843], [1.7265, -2.8177, -3.3878], [2.8504, -3.1420, -4.1350], [3.9920, -2.3648, -4.0467], [4.0020, -1.2481, -3.2246], [5.4648, -0.3380, -3.1190], [2.8761, -0.8551, -2.4905], [2.8663, 0.5856, -1.4650], [0.8337, -3.4229, -3.4300], [2.8365, -4.0094, -4.7792], [4.8802, -2.6148, -4.6088], [3.0819, 2.2428, -3.2012], [1.2474, 3.2126, -3.2053], [0.6030, 3.7213, -2.0813], [-0.5410, 4.4788, -2.2624], [-1.0340, 4.7195, -3.5411], [-0.3965, 4.1907, -4.6518], [0.7552, 3.4311, -4.4900], [4.3269, 3.5758, -2.2091], [3.8687, 4.5100, -1.2877], [4.7833, 5.3886, -0.7296], [6.1219, 5.3341, -1.0962], [6.5639, 4.4028, -2.0242], [5.6640, 3.5144, -2.5937], [0.9568, 3.5036, -1.0840], [-1.0468, 4.8965, -1.4020], [-1.9192, 5.3272, -3.6685], [-0.7832, 4.3748, -5.6442], [1.2532, 3.0314, -5.3664], [2.8274, 4.5703, -1.0088], [4.4479, 6.1266, -0.0144], [6.8243, 6.0325, -0.6629], [7.6042, 4.3740, -2.3156], [6.0065, 2.8005, -3.3309], [0.1898, 1.4678, -0.1806], [0.8067, 2.0004, 1.0133]],
  "lowdin_charge": [1.05, -0.02, -0.23, 0.05, -0.11, 0.05, 0.11, -0.11, -0.13, -0.12, 0.08, 0.04, -0.11, 0.04, -0.23, -0.03, 0.08, -0.08, -0.25, -0.10, -0.16, -0.15, -0.14, -0.03, -0.03, -0.13, 0.07, -0.32, -0.16, -0.23, -0.19, 0.09, 0.09, 0.10, 0.13, 0.17, 0.17, 0.12, 0.14, 0.11, 0.13, 0.14, 0.14, 0.13, 0.16, 0.13, 0.09, 0.10, 0.09, 0.14, 0.17, 0.13, 0.13, 0.09, 0.13, 0.12, 0.13, 0.16, 0.14, 0.81, -0.59, -0.10, -0.03, -0.07, -0.68, 0.73, -0.68, 0.63, 0.11, 0.13, 0.12, 1.67, -0.47, -0.13, -0.06, -0.04, -0.05, -0.13, -0.48, -0.10, -0.04, -0.03, -0.04, -0.14, 0.08, 0.11, 0.12, 0.12, 0.10, 0.09, 0.12, 0.12, 0.12, 0.09, -0.35, -0.12],
  "gap_ev": 7.219,
  "total_charge": 3
}

---

{
  "formula": "C5H6S3",
  "method": "the ωB97M-V functional and the def2-TZVPD basis",
  "symbols": ["C", "C", "C", "C", "C", "H", "H", "H", "H", "H", "H", "S", "S", "S"],
  "xyz": [[0.4160, 1.6625, -0.5383], [2.1802, -0.5126, -0.0340], [-0.4641, -1.1292, 0.8319], [-1.7421, -0.7761, 0.1992], [-2.7917, -0.5036, -0.3247], [0.5121, 2.7250, -0.6663], [-0.5207, 1.4668, 0.0225], [0.3850, 1.1919, -1.5062], [-0.6089, -2.0058, 1.4900], [-0.0905, -0.3173, 1.4605], [-3.7307, -0.2707, -0.7885], [1.9253, 1.1806, 0.3461], [3.6964, -1.0966, -0.1278], [0.8338, -1.6147, -0.3644]],
  "nbo_charge": [-0.76, -0.55, -0.63, -0.02, -0.23, 0.24, 0.23, 0.24, 0.26, 0.26, 0.25, 0.33, 0.06, 0.33],
  "gap_ev": 8.165
}

---

{
  "formula": "C7H17AuO3",
  "method": "the ωB97M-V functional and the def2-TZVPD basis",
  "symbols": ["C", "O", "C", "C", "O", "C", "C", "O", "C", "Au", "H", "H", "H", "H", "H", "H", "H", "H", "H", "H", "H", "H", "H", "H", "C", "H", "H", "H"],
  "xyz": [[-0.5060, 2.8445, -0.6952], [-0.2753, 1.4770, -0.3079], [-1.4132, 0.6735, -0.2717], [-1.1302, -0.6811, 0.2757], [0.1432, -1.1004, -0.2406], [0.7397, -2.2452, 0.3750], [2.1364, -2.3561, -0.1873], [2.7457, -1.0577, -0.1021], [4.1668, -1.0642, -0.2729], [1.3988, 0.3525, -0.4449], [0.4436, 3.3794, -0.6060], [-0.8725, 2.8777, -1.7281], [-1.2396, 3.2826, -0.0104], [-2.0177, 0.7586, -1.1786], [-3.0429, 1.3735, 0.4124], [-1.9121, -1.3882, -0.0276], [-1.0703, -0.6719, 1.3774], [0.1607, -3.1467, 0.1395], [0.7626, -2.0943, 1.4641], [2.1276, -2.6710, -1.2401], [2.7183, -3.0737, 0.4047], [4.5083, -0.0256, -0.2311], [4.6233, -1.6394, 0.5412], [4.4212, -1.5066, -1.2441], [-4.1720, 1.8306, 0.8580], [-4.8953, 1.8595, 0.0355], [-4.0110, 2.8395, 1.2525], [-4.5382, 1.1731, 1.6527]],
  "nbo_charge": [-0.28, -0.47, 0.06, -0.19, -0.50, -0.12, -0.12, -0.55, -0.27, 1.35, 0.26, 0.26, 0.24, 0.30, 0.43, 0.28, 0.26, 0.28, 0.23, 0.24, 0.28, 0.24, 0.25, 0.23, -0.55, 0.29, 0.29, 0.29],
  "gap_ev": [9.834, 3.830],
  "multiplicity": 4,
  "total_charge": 3
}